This record from the Open Molecules 2025 dataset describes C5H3NO in the gas phase at a distorted geometry. The level of theory is ωB97M-V with the def2-TZVPD basis set.

Output
charge = 0
ΔE to the lowest compared entry with this formula, charge and spin = 106.4 kcal/mol
electronic energy = -8765.3937 eV
gap between HOMO and LUMO (spin up / spin down) = 8.86 / 6.61 eV

```
10
C5H3NO ωB97M-V with the def2-TZVPD basis set
O 1.208 2.177 -0.197
H -0.622 -0.617 -2.082
C -0.266 0.243 -1.479
C -0.955 -1.794 1.369
C 0.157 0.086 -0.076
N -0.308 1.420 -1.882
H 1.606 0.854 1.289
C 1.019 1.113 0.387
C -0.434 -0.920 0.718
H -1.405 -2.560 1.956
```


This record from the Open Molecules 2025 dataset describes C4H7NOS in the gas phase at a distorted geometry. The level of theory is ωB97M-V with the def2-TZVPD basis set.

Output
charge = 0
ΔE to the lowest compared entry with this formula, charge and spin = 53.7 kcal/mol
electronic energy = -18632.2217 eV
gap between HOMO and LUMO = 9.19 eV
SMILES = C=C(/C=N\S)CO

```
14
C4H7NOS ωB97M-V with the def2-TZVPD basis set
H -1.488 -1.298 -1.322
N -0.083 1.492 1.638
H -2.165 -0.343 0.122
O 1.976 -1.332 -0.494
H 1.540 -2.083 -0.123
C -0.070 -0.065 -0.352
C 0.446 0.984 0.588
H 1.528 0.314 -1.634
H -1.834 2.331 2.800
H 1.465 1.315 0.459
C 1.048 -0.606 -1.255
H 0.638 -1.257 -2.079
S -1.688 1.138 2.178
C -1.312 -0.592 -0.526
```


This record from the Open Molecules 2025 dataset describes 2 unconnected molecules or ions with the total composition C4H8O4 at a distorted geometry. The level of theory is ωB97M-V with the def2-TZVPD basis set.

Output
charge = -2
ΔE to the lowest compared entry with this formula, charge and spin = 17.4 kcal/mol
electronic energy = -12466.0020 eV
gap between HOMO and LUMO = 6.09 eV

```
16
C4H8O4 ωB97M-V with the def2-TZVPD basis set
H -1.584 1.136 0.983
O -2.219 -1.104 -2.465
O 3.289 -0.939 -0.111
H 2.863 -0.080 -0.213
C -0.798 0.419 0.684
C 0.611 0.999 1.077
H 1.296 0.614 0.272
C -1.008 0.109 -0.811
H -1.037 -0.454 1.286
C -2.021 -0.978 -1.224
O -2.522 -1.681 -0.320
H -1.047 1.064 -1.337
O 0.718 2.341 1.176
H -0.047 -0.281 -1.187
H 0.885 0.379 1.989
H 2.622 -1.547 0.202
```


This record from the Open Molecules 2025 dataset describes a molecular structure, C16H10Cl5LuN4O8S2 at a distorted geometry. The level of theory is ωB97M-V with the def2-TZVPD basis set.

Output
charge = -2
ΔE to the lowest compared entry with this formula, charge and spin = 70.0 kcal/mol
electronic energy = -157003.1147 eV
gap between HOMO and LUMO = 5.72 eV

```
46
C16H10Cl5LuN4O8S2 ωB97M-V with the def2-TZVPD basis set
O -1.831 -3.056 -1.273
H -1.768 0.664 4.390
C 3.523 -1.695 2.009
C -1.076 0.034 2.502
H -1.124 3.757 -1.336
H -2.072 0.454 -5.078
O -0.480 -1.333 -3.109
H -0.440 0.590 -4.781
C 1.170 -2.093 -1.694
O -2.697 -1.326 0.075
C -1.124 0.878 3.549
Cl 4.964 -2.530 2.398
O -4.246 -2.948 -0.917
H 0.630 3.695 -1.127
O -2.771 -3.599 0.899
H -0.355 2.745 4.390
N -0.732 1.154 -1.060
C -0.327 3.541 -0.629
C -0.115 2.613 2.269
C -1.651 0.953 -3.223
C 1.099 -0.268 1.540
O 1.018 -1.017 -1.001
N -1.359 0.969 -4.576
Cl 5.044 0.465 1.611
H -0.395 4.227 0.207
H -1.709 -0.832 2.396
O 1.559 -3.163 -1.236
C 2.306 -2.370 1.951
H 0.192 3.642 2.144
N -0.137 0.340 1.457
C 0.699 -1.834 -3.136
S -2.955 -2.783 -0.292
C 3.538 -0.347 1.685
C -0.445 2.136 3.501
O 1.398 -1.967 -4.136
C 2.360 0.356 1.449
Lu -1.021 -1.266 -0.992
N -0.756 1.548 -2.406
C 1.135 -1.683 1.693
Cl -0.276 -2.569 1.234
H 0.167 1.728 -2.804
Cl 2.253 -4.057 2.147
C -0.214 1.752 1.145
S -3.108 0.403 -2.630
C -0.438 2.105 -0.179
Cl 2.567 1.988 0.975
```


- electronic energy of number 1 (C5H3NO)?
  -8765.3937 eV


- Look up the electronic energy of the fourth one.
  -157003.1147 eV